DFT (ωB97M-V/def2-TZVPD) results for a molecular structure, C32H32FN5O4PtS2.

## Properties
Frontier orbital gap ... 4.131 eV
Charge ... 0
Maximum force ... 0.00306 hartree/bohr
Energy relative to the best compared isomer or geometry (same formula, charge and spin) ... 28.6 kJ/mol

Cartesian coordinates (Å):
1 H 2.00 8.84 0.57
2 H -1.88 -3.26 -3.25
3 H 0.85 8.80 -1.63
4 H 2.51 -3.33 0.15
5 H -3.96 4.91 -0.36
6 C 0.93 0.86 1.46
7 C -2.73 -1.52 -2.35
8 H 0.86 -0.13 -2.21
9 C -0.50 -1.12 1.18
10 C 1.88 -1.33 0.73
11 C 0.44 -3.25 0.52
12 H 0.52 -6.65 -1.55
13 H 4.14 -2.97 1.88
14 H -4.62 0.08 -1.61
15 H -1.35 -0.50 1.44
16 F -1.88 -3.01 0.93
17 H -3.41 6.56 -0.78
18 N -0.97 -7.16 -0.18
19 H -1.25 -5.15 1.66
20 C 0.90 7.19 1.36
21 C -1.82 5.22 -0.34
22 C -0.22 -5.41 1.37
23 C -0.10 6.22 1.15
24 H -1.61 -4.57 -0.81
25 C 4.32 -1.48 0.30
26 C 2.67 2.87 1.64
27 O -0.10 1.45 1.83
28 N 0.26 -4.65 0.22
29 N 3.12 -0.72 0.64
30 H 1.40 7.19 2.32
31 C -2.77 2.51 0.42
32 C 1.23 8.11 0.38
33 O -0.44 5.43 2.16
34 H 5.06 -0.76 -0.05
35 C -0.40 7.14 -1.08
36 H -3.69 1.55 -1.93
37 C 1.69 -2.69 0.44
38 C -0.74 6.21 -0.11
39 C 2.24 1.42 1.33
40 O 3.88 3.07 1.60
41 C -0.15 -6.89 1.05
42 C 0.59 8.09 -0.86
43 N -2.37 3.00 -0.69
44 H -0.18 -4.27 -1.78
45 H 5.15 -1.58 2.29
46 C -2.51 -0.24 -1.84
47 C -3.68 0.60 -1.40
48 C -0.65 -2.44 0.88
49 H 4.24 1.02 0.88
50 C 3.25 0.59 0.95
51 O 1.78 3.74 1.88
52 H 0.43 -5.21 2.22
53 C -0.56 -4.87 -0.96
54 H -3.34 6.00 0.89
55 H -1.14 -6.56 -2.20
56 C 4.87 -2.26 1.49
57 H 0.87 -7.20 0.81
58 S -3.70 0.99 0.38
59 C 0.78 -0.56 1.12
60 H -0.95 -8.15 -0.41
61 H -1.02 1.24 -1.40
62 H -1.95 -6.91 0.02
63 N -1.44 4.03 -0.60
64 C -0.38 -1.80 -2.76
65 C -1.20 0.24 -1.79
66 H -3.74 -1.90 -2.41
67 C -3.23 5.68 -0.14
68 C -0.15 -0.53 -2.24
69 C -0.50 -6.33 -1.35
70 H -0.91 7.11 -2.04
71 Pt -0.27 3.46 1.98
72 H 4.10 -2.14 -0.54
73 H -0.54 -7.50 1.86
74 C -1.67 -2.29 -2.82
75 H 0.45 -2.39 -3.15
76 S -2.54 3.09 2.06
77 H 5.77 -2.82 1.19